# 1
The following is a DFT calculation (the ωB97M-V functional and the def2-TZVPD basis) of a structure of composition C18H21N5O2Zr at a distorted geometry.

```
47
Properties=species:S:1:pos:R:3:forces:R:3
N -1.1961 0.7177 -1.7362 -1.2 0.3 -1.2
C -1.9971 0.8966 -2.5592 1.1 -0.4 1.1
C -2.9732 1.0847 -3.5666 -0.4 0.2 -0.5
H -2.7646 0.4048 -4.4018 0.0 0.0 0.0
H -2.9278 2.1214 -3.9185 -0.1 0.0 -0.1
H -3.9693 0.8781 -3.1570 0.0 0.1 -0.1
N 0.4655 1.5315 1.3815 0.1 1.1 1.5
C 0.5466 2.2442 2.2989 -0.3 -1.2 -1.1
C 0.6064 3.0792 3.4394 0.1 0.5 0.4
H 0.5290 4.1248 3.1224 0.0 0.1 0.1
H 1.5650 2.9260 3.9472 0.0 0.0 0.1
H -0.2159 2.8414 4.1216 0.0 0.0 0.0
N 1.7919 -1.2904 -0.3994 1.1 -1.6 -0.2
C 2.5233 -2.1876 -0.5317 -1.5 1.1 0.3
C 3.3218 -3.3470 -0.6734 0.5 -0.5 -0.1
H 3.3062 -3.9211 0.2641 0.0 0.1 -0.1
H 4.3489 -3.0482 -0.9025 0.1 -0.1 0.0
H 2.9283 -3.9619 -1.4958 0.1 0.1 0.1
Zr 0.2752 0.2001 -0.2749 -0.5 -0.7 -0.2
C 0.1512 -1.2367 1.9727 0.5 -1.8 3.6
O 0.2049 -1.7903 2.9791 -0.3 2.0 -3.9
C -2.0855 0.3753 0.9872 -2.8 1.1 1.3
O -3.1018 0.5996 1.4595 3.2 -0.8 -1.4
C 1.0180 2.6414 -2.1004 -0.2 0.4 0.3
C 1.4725 1.5277 -2.8130 0.1 -0.5 -0.2
C 2.5432 0.7723 -2.3186 -0.3 -0.2 -0.4
C 3.1532 1.1319 -1.1133 0.2 0.2 0.5
C 2.6928 2.2412 -0.3982 0.4 -0.3 0.2
C 1.6266 2.9964 -0.8924 -0.4 0.3 -0.2
H 0.2411 3.2847 -2.5229 0.2 -0.2 0.2
H 1.0516 1.2944 -3.7948 0.1 0.0 0.3
H 2.9514 -0.0475 -2.9157 -0.2 0.2 0.2
H 4.0386 0.5945 -0.7629 -0.3 0.2 -0.1
H 3.2210 2.5595 0.5050 -0.2 -0.1 -0.3
H 1.3190 3.9122 -0.3795 0.0 -0.3 -0.2
C -4.3131 -3.5838 -1.2700 -0.8 -0.3 -0.2
N -2.9460 -3.1625 -1.0038 1.3 0.6 0.3
C -1.8488 -4.0029 -0.9011 -0.1 0.5 0.1
C -0.7808 -3.2145 -0.5821 0.0 0.2 -0.1
N -1.2065 -1.8877 -0.5083 1.1 0.9 -0.2
C -2.5131 -1.9004 -0.7735 -0.5 -1.1 -0.3
H -4.3878 -4.0766 -2.2456 0.2 0.2 0.2
H -4.6584 -4.2875 -0.5043 0.2 0.2 -0.1
H -4.9702 -2.7137 -1.2618 0.1 -0.1 0.0
H -1.9110 -5.0697 -1.0712 -0.1 0.1 0.1
H 0.2580 -3.4858 -0.4115 -0.6 -0.1 -0.1
H -3.1722 -1.0452 -0.8440 0.0 -0.2 0.1
```
Forces are in eV/Å.

Results
Net charge: +4
LUMO energy (eV): -14.5211
E_HOMO (eV): -20.981
Multiplicity: 1

=====

# 2
The following is a DFT calculation (the ωB97M-V functional and the def2-TZVPD basis) of a structure of composition C18H21N5O3S at a distorted geometry.

```
48
Properties=species:S:1:pos:R:3:forces:R:3
C 2.4903 -4.4381 5.0274 8.2 1.2 -8.8
H 2.4148 -5.3673 4.4578 0.3 -0.3 0.5
H 2.0184 -4.4680 5.8183 -4.6 -0.2 8.0
C 2.0218 -3.3535 4.0839 -2.4 -0.7 3.8
C 2.3155 -1.9018 4.7511 -11.2 -4.6 -1.2
H 3.1383 -1.7937 5.2095 6.4 0.8 2.8
H 1.3909 -1.8857 5.8320 2.7 0.2 -3.1
C 1.8451 -0.9984 3.6827 -0.4 2.9 0.2
N 0.7996 -1.5024 2.8165 -1.0 -0.6 -0.1
C 0.5137 -0.7755 1.6271 -4.9 -17.1 4.7
C 0.9028 0.2789 1.3307 8.7 17.3 2.8
C 0.7224 0.9981 0.2247 5.2 8.6 0.4
C -0.0409 0.7353 -0.7024 -9.5 -9.7 -6.1
C -0.7142 -0.7473 -0.5641 3.9 1.1 1.7
C -0.1499 -1.4414 0.5566 -5.3 1.9 -3.0
N -0.6518 -2.8114 0.6853 2.3 3.5 -1.9
O 0.3153 -3.4351 0.9803 1.1 -4.2 1.1
O -1.6902 -3.1203 0.2051 -1.7 -1.4 0.3
H -1.2580 -1.2130 -1.4421 0.6 0.7 1.6
C -0.7574 1.2667 -1.8964 4.1 -1.0 0.3
O -0.9812 0.6680 -2.9307 -1.0 -0.7 0.6
N -0.6862 2.5555 -1.8201 -7.2 -2.5 -14.0
C -0.9980 3.3529 -3.0328 0.9 2.9 5.7
N -0.9834 4.6840 -2.9070 1.2 -2.3 -3.8
N -1.0900 5.0733 -4.3458 5.1 11.3 12.5
C -1.6234 4.4348 -5.1225 -1.6 -9.5 -1.0
C -1.9909 4.9190 -6.2951 -4.5 -5.6 -8.6
C -1.8118 3.7710 -7.6646 -0.4 0.9 5.0
C -3.2144 3.9604 -6.9051 4.8 5.5 -5.8
H -3.5945 3.1744 -6.4636 -1.6 -3.7 2.9
H -3.9036 4.3941 -7.6942 0.7 -0.1 1.6
H -1.0636 2.9547 -7.3761 -1.4 1.2 -0.5
H -1.5659 4.3497 -8.5190 -0.2 0.2 -0.8
H -1.9913 5.9218 -6.4625 0.0 2.5 -0.5
S -1.4607 2.7630 -4.4342 -2.3 -3.9 -4.7
H -0.3752 3.0476 -1.2240 5.2 7.8 10.8
H 1.2159 2.1122 -0.0097 -0.7 -2.7 1.6
H 1.4012 0.9848 2.1982 -0.9 -2.0 -2.1
C -0.2194 -2.4081 3.4613 6.6 1.4 5.8
C 0.4117 -3.8263 3.8800 3.9 8.9 -0.9
H -0.0963 -3.9863 4.7166 -1.4 -1.5 3.9
H 0.2529 -4.4614 3.1544 -0.3 -3.6 -3.6
H -0.5349 -1.9092 4.4891 0.5 -0.7 -2.0
H -1.0124 -2.4582 2.9488 -6.0 -0.4 -4.1
H 1.4730 -0.1560 4.2678 -0.2 0.9 -0.3
H 2.6285 -0.5634 3.0405 0.1 -0.5 0.2
H 2.5495 -3.2550 3.1898 0.6 -0.7 -1.7
H 3.6378 -4.1234 5.1765 -2.2 -1.5 0.3
```
Forces are in eV/Å.

Results
LUMO energy (eV): -0.1740
E_HOMO (eV): -8.380
Multiplicity: 1
Energy above the lowest of the compared OMol25 structures with the same formula, charge and spin (kcal/mol): 493.4

=====

# 3
The following is a DFT calculation (the ωB97M-V functional and the def2-TZVPD basis) of an isolated molecule of C18H21N7O3S3 at a distorted geometry.

```
52
Properties=species:S:1:pos:R:3:forces:R:3
C -3.7047 -4.8314 0.8801 0.1 -0.1 0.1
C -4.0876 -3.5883 0.1773 0.1 0.8 0.5
N -4.4855 -3.5368 -1.0410 0.2 -1.5 0.0
N -4.7793 -2.3163 -1.4739 -0.4 1.5 -0.7
C -4.6023 -1.4080 -0.5750 0.3 -0.5 0.9
N -4.8402 -0.0773 -0.7998 -0.4 0.1 -0.1
C -4.6158 0.8679 0.1563 -0.4 0.0 -0.4
O -4.2987 0.5871 1.2878 0.0 0.1 0.2
C -4.8606 2.2927 -0.3083 0.5 0.2 0.1
S -3.5596 3.3609 0.3776 -0.4 0.3 0.1
C -2.2260 2.3884 -0.1504 0.1 0.0 -0.1
N -2.3255 1.3674 -0.9632 -0.6 0.7 0.1
N -1.1008 0.8579 -1.1127 1.2 -0.5 -0.1
C -0.2623 1.5571 -0.3905 -0.5 0.0 -0.1
C 1.1590 1.2723 -0.3084 0.5 -0.1 0.0
C 1.8877 1.4515 0.8672 0.0 -0.1 -0.2
C 3.2348 1.1359 0.8976 0.1 0.1 0.2
C 3.8478 0.6409 -0.2368 0.6 -0.1 0.1
S 5.5938 0.2068 -0.1728 0.3 0.0 0.0
O 6.1306 0.3379 -1.4936 -0.3 -0.2 -0.1
O 6.1855 0.9441 0.9037 -0.3 -0.1 0.2
N 5.6986 -1.4051 0.2342 0.2 1.2 -0.3
C 5.1625 -2.3492 -0.7209 -0.2 -0.4 -0.5
C 3.7539 -2.7189 -0.2179 0.0 -0.1 0.0
C 3.7506 -2.3156 1.2680 0.0 0.0 0.1
C 5.1687 -1.7747 1.5274 -0.2 -0.1 0.6
C 3.1388 0.4579 -1.4101 0.0 0.0 -0.1
C 1.7932 0.7682 -1.4463 0.0 0.0 0.1
N -0.9392 2.5680 0.2524 -0.4 -0.6 -0.5
C -0.4589 3.6327 1.0862 0.1 0.3 0.4
S -4.0375 -2.0082 0.9624 -0.2 -0.6 -0.8
H -3.8311 -5.6751 0.2076 0.0 0.0 0.0
H -4.3265 -4.9724 1.7627 0.0 -0.1 0.1
H -2.6662 -4.7766 1.2027 0.1 -0.1 0.0
H -5.0166 0.1732 -1.7619 0.1 0.1 0.1
H -5.7982 2.6667 0.1044 0.0 0.0 0.0
H -4.8547 2.3833 -1.3929 -0.1 -0.1 0.0
H 1.4041 1.8035 1.7649 0.0 0.0 0.1
H 3.8249 1.2809 1.7886 0.0 0.0 0.1
H 5.8130 -3.2290 -0.7284 0.0 0.1 -0.1
H 5.1789 -1.8963 -1.7100 0.0 -0.2 -0.1
H 2.9887 -2.1712 -0.7668 0.0 -0.1 0.0
H 3.5656 -3.7829 -0.3478 0.0 0.0 -0.1
H 3.0037 -1.5443 1.4543 0.0 -0.1 0.0
H 3.5329 -3.1609 1.9179 0.0 0.0 0.0
H 5.8095 -2.5568 1.9458 0.0 0.1 0.0
H 5.2027 -0.9074 2.1834 0.0 -0.1 0.2
H 3.6560 0.0947 -2.2838 0.0 0.0 -0.2
H 1.2112 0.6270 -2.3430 0.0 0.0 -0.1
H -0.5232 3.3557 2.1409 0.1 0.1 0.0
H -1.0795 4.5146 0.9228 0.1 0.0 0.0
H 0.5744 3.8616 0.8282 -0.1 0.0 0.0
```
Forces are in eV/Å.

Results
SMILES: Cc1nnc(NC(=O)CSc2nnc(-c3ccc(S(=O)(=O)N4CCCC4)cc3)n2C)s1
LUMO energy (eV): -0.0352
E_HOMO (eV): -8.771
Multiplicity: 1
Energy above the lowest of the compared OMol25 structures with the same formula, charge and spin (kcal/mol): 24.6

=====

# 4
The following is a DFT calculation (the ωB97M-V functional and the def2-TZVPD basis) of an isolated molecule of C18H21NO4S at a distorted geometry.

```
45
Properties=species:S:1:pos:R:3:forces:R:3
C -6.4001 -0.4462 -0.1291 -0.4 -0.3 0.0
O -5.5577 0.6650 -0.3384 0.3 0.2 0.0
C -4.2300 0.6239 -0.0561 0.2 0.1 0.0
C -3.5637 1.8258 -0.2972 -0.1 -0.2 0.0
C -2.2147 1.9762 -0.0729 0.1 -0.2 0.1
C -1.4657 0.9076 0.4162 -0.6 0.0 -0.1
C -0.0402 0.9743 0.6679 0.7 0.4 0.1
C 0.7722 1.9969 0.3766 -0.5 -0.2 0.0
C 2.2400 1.9927 0.5331 0.0 -0.2 0.3
O 2.9603 2.6931 -0.1568 0.1 0.1 -0.2
N 2.7340 1.1843 1.5085 0.0 -0.1 0.3
C 4.1420 0.8953 1.6059 0.1 0.0 -0.2
C 4.5445 -0.2535 0.6831 -0.1 -0.3 0.1
S 3.5522 -1.7552 1.0325 0.2 0.0 -0.2
C 3.1639 -2.2946 -0.6887 0.3 0.5 0.5
C 2.2270 -1.3754 -1.3667 -0.8 -0.5 0.1
C 0.8644 -1.3761 -1.4612 0.7 -0.1 0.0
C 0.5183 -0.2318 -2.2184 0.4 0.3 -0.3
C 1.6921 0.3829 -2.5232 -1.0 0.2 -0.2
O 2.7292 -0.2992 -2.0144 0.6 -0.2 0.2
C -2.1292 -0.2976 0.6636 0.1 0.1 0.0
C -3.4848 -0.4667 0.4359 -0.3 -0.1 0.0
O -4.1396 -1.6528 0.6676 0.0 0.5 -0.2
C -3.4053 -2.7493 1.1494 0.1 -0.2 0.1
H -7.3927 -0.1067 -0.4249 0.1 0.0 0.0
H -6.4168 -0.7492 0.9197 0.0 0.0 -0.1
H -6.1079 -1.2979 -0.7465 0.0 0.1 0.1
H -4.1565 2.6448 -0.6729 -0.1 0.1 0.0
H -1.7471 2.9257 -0.2740 0.0 0.1 0.0
H 0.3724 0.0690 1.0991 0.1 -0.1 0.0
H 0.4008 2.8809 -0.1194 0.0 0.1 -0.1
H 2.1133 0.5380 1.9680 0.0 0.1 -0.1
H 4.6837 1.7946 1.2997 0.0 -0.1 0.2
H 4.3830 0.6554 2.6441 0.0 0.1 -0.1
H 4.3490 0.0235 -0.3510 0.1 0.1 0.0
H 5.5974 -0.5035 0.8116 0.0 0.1 -0.1
H 4.1128 -2.3617 -1.2195 -0.1 -0.1 -0.1
H 2.7245 -3.2831 -0.5743 0.0 0.0 -0.1
H 0.1974 -2.1062 -1.0507 -0.1 -0.2 0.1
H -0.4677 0.0864 -2.4870 -0.2 0.2 -0.1
H 1.9177 1.2814 -3.0608 0.1 0.1 0.0
H -1.5482 -1.1237 1.0431 0.0 -0.1 0.0
H -4.1274 -3.5585 1.2498 0.1 0.0 0.0
H -2.6219 -3.0521 0.4469 0.0 0.0 0.0
H -2.9596 -2.5415 2.1276 0.0 0.0 0.0
```
Forces are in eV/Å.

Results
SMILES: COc1ccc(/C=C/C(=O)NCCSCc2ccco2)cc1OC
LUMO energy (eV): 0.3545
E_HOMO (eV): -7.908
Multiplicity: 1
Energy above the lowest of the compared OMol25 structures with the same formula, charge and spin (kcal/mol): 62.0

=====

# 5
The following is a DFT calculation (the ωB97M-V functional and the def2-TZVPD basis) of an isolated molecule of C18H21NO5S at a distorted geometry.

```
46
Properties=species:S:1:pos:R:3:forces:R:3
C -2.3360 -3.8686 0.6747 -0.1 -0.2 -0.1
O -1.6938 -2.8139 1.3562 0.2 0.2 0.2
C -0.5283 -2.3285 0.8692 0.2 0.1 0.0
C 0.0604 -2.7311 -0.3290 -0.3 -0.1 0.1
C 1.2620 -2.1686 -0.7245 0.1 0.0 0.0
C 1.8755 -1.2248 0.0719 0.7 0.3 -0.3
S 3.4171 -0.4973 -0.4697 0.0 0.1 -0.4
O 4.0638 -1.3878 -1.3957 -0.2 -0.1 -0.2
O 4.1581 -0.0440 0.6726 -0.2 0.2 0.3
C 2.8791 1.0026 -1.4252 -0.1 -1.0 0.6
C 2.0093 1.7967 -0.5512 0.3 0.8 0.5
C 2.2989 2.7484 0.3881 -0.1 -0.5 -0.6
C 1.0783 3.0714 1.0163 -0.7 -0.4 -0.2
C 0.1201 2.2906 0.4258 0.7 0.7 0.6
C -1.3288 2.2277 0.6837 -0.2 -0.3 -0.3
O -1.8717 2.9430 1.5044 0.1 0.2 0.2
N -1.9807 1.3146 -0.0708 0.1 -0.1 -0.1
C -3.4151 1.1446 -0.0352 -0.2 0.2 0.2
C -4.0463 1.4637 -1.4096 -0.1 0.0 0.0
C -4.6929 0.1621 -1.8994 0.1 0.0 -0.1
C -3.9689 -0.9369 -1.1252 -0.2 0.0 0.1
C -3.7972 -0.3138 0.2568 0.1 0.0 0.0
O 0.6874 1.5099 -0.5331 -0.2 0.0 -0.2
C 1.3025 -0.8126 1.2631 -0.1 -0.1 0.2
C 0.0991 -1.3545 1.6567 -0.1 -0.1 -0.1
H -1.6916 -4.7498 0.6075 0.0 0.0 0.0
H -2.6519 -3.5663 -0.3277 0.0 0.0 0.0
H -3.2147 -4.1076 1.2709 0.0 0.0 -0.1
H -0.4021 -3.4799 -0.9518 -0.1 -0.1 0.0
H 1.7455 -2.4724 -1.6398 0.0 -0.1 -0.1
H 2.3666 0.6272 -2.3056 0.0 0.0 -0.1
H 3.7923 1.5248 -1.6916 0.1 0.0 0.0
H 3.2654 3.1563 0.5984 0.3 0.0 0.0
H 0.9106 3.7810 1.7994 -0.1 0.1 0.2
H -1.4533 0.7593 -0.7258 0.1 0.1 0.0
H -3.7636 1.8225 0.7471 0.0 -0.1 -0.1
H -3.2646 1.7891 -2.0973 0.0 0.1 0.0
H -4.7742 2.2690 -1.3345 0.0 0.1 0.0
H -5.7517 0.1494 -1.6387 -0.1 0.0 0.0
H -4.6082 0.0406 -2.9783 -0.1 0.0 0.0
H -2.9935 -1.1353 -1.5756 0.1 -0.1 0.0
H -4.5352 -1.8670 -1.1000 0.1 -0.1 0.0
H -4.7476 -0.3399 0.7899 -0.1 0.0 0.0
H -3.0467 -0.8104 0.8678 0.0 0.0 0.1
H 1.8158 -0.0836 1.8696 0.0 0.1 0.1
H -0.3767 -1.0537 2.5762 0.0 0.0 0.1
```
Forces are in eV/Å.

Results
SMILES: COc1ccc(S(=O)(=O)Cc2ccc(C(=O)NC3CCCC3)o2)cc1
LUMO energy (eV): 0.4598
E_HOMO (eV): -8.858
Multiplicity: 1
Energy above the lowest of the compared OMol25 structures with the same formula, charge and spin (kcal/mol): 12.5